[1]
{"formula": "C17H17NO5", "method": "ωB97M-V/def2-TZVPD", "mol_weight_g_mol": 315.325, "e_tot_ha": -1088.5098, "smiles": "COc1ccc([C@@H]2NC(=O)c3ccccc3O2)c(OC)c1OC", "fmax_ev_per_a": 12.72, "de_lowest_kj_mol": 1338.3, "symbols": ["C", "H", "O", "C", "C", "C", "C", "C", "C", "O", "C", "H", "H", "H", "O", "C", "H", "H", "H", "C", "N", "C", "O", "C", "C", "C", "C", "C", "C", "O", "H", "H", "H", "H", "H", "H", "H", "H", "H", "H"], "xyz": [[-1.403, -1.550, 4.369], [-2.213, -0.851, 4.018], [-0.676, -2.147, 3.214], [-0.253, -1.471, 2.303], [-0.233, -0.008, 2.398], [0.131, 0.448, 1.170], [0.518, -0.328, 0.115], [0.866, -1.633, 0.124], [0.384, -2.319, 1.278], [0.276, -3.625, 1.338], [1.211, -4.362, 2.198], [0.922, -4.050, 3.343], [2.167, -3.761, 2.379], [1.076, -5.337, 2.106], [1.361, -2.200, -0.959], [1.149, -3.739, -1.172], [0.145, -4.001, -0.944], [1.483, -3.840, -2.191], [2.072, -4.064, -0.638], [1.116, 0.356, -1.308], [1.867, 1.727, -0.932], [0.995, 2.688, -0.928], [1.575, 3.841, -0.562], [-0.448, 2.618, -1.396], [-0.938, 3.824, -1.234], [-2.499, 3.770, -1.760], [-2.975, 2.638, -2.240], [-1.905, 1.477, -2.659], [-0.828, 1.494, -1.959], [0.043, 0.563, -2.187], [-2.192, 0.582, -3.123], [-3.779, 2.507, -2.713], [-3.206, 4.525, -1.645], [-0.932, 4.736, -0.558], [2.711, 1.750, -0.610], [1.990, -0.261, -1.930], [0.340, 1.639, 1.093], [-0.892, 0.332, 2.918], [-0.602, -0.935, 4.895], [-1.653, -2.514, 5.051]]}

=====

[2]
{"formula": "C54H135N9O18", "method": "ωB97M-V/def2-TZVPD", "mol_weight_g_mol": 1198.719, "e_tot_ha": -3985.0449, "smiles": "COCCNCCOC.COCCNCCOC.COCCNCCOC.COCCNCCOC.COCCNCCOC.COCCNCCOC.COCCNCCOC.COCCNCCOC.COCCNCCOC", "fmax_ev_per_a": 3.69, "de_lowest_kj_mol": 384.9, "symbols": ["C", "O", "C", "C", "N", "C", "C", "O", "C", "H", "H", "H", "H", "H", "H", "H", "H", "H", "H", "H", "H", "H", "H", "H", "C", "O", "C", "C", "N", "C", "C", "O", "C", "H", "H", "H", "H", "H", "H", "H", "H", "H", "H", "H", "H", "H", "H", "H", "C", "O", "C", "C", "N", "C", "C", "O", "C", "H", "H", "H", "H", "H", "H", "H", "H", "H", "H", "H", "H", "H", "H", "H", "C", "O", "C", "C", "N", "C", "C", "O", "C", "H", "H", "H", "H", "H", "H", "H", "H", "H", "H", "H", "H", "H", "H", "H", "C", "O", "C", "C", "N", "C", "C", "O", "C", "H", "H", "H", "H", "H", "H", "H", "H", "H", "H", "H", "H", "H", "H", "H", "C", "O", "C", "C", "N", "C", "C", "O", "C", "H", "H", "H", "H", "H", "H", "H", "H", "H", "H", "H", "H", "H", "H", "H", "C", "O", "C", "C", "N", "C", "C", "O", "C", "H", "H", "H", "H", "H", "H", "H", "H", "H", "H", "H", "H", "H", "H", "H", "C", "O", "C", "C", "N", "C", "C", "O", "C", "H", "H", "H", "H", "H", "H", "H", "H", "H", "H", "H", "H", "H", "H", "H", "C", "O", "C", "C", "N", "C", "C", "O", "C", "H", "H", "H", "H", "H", "H", "H", "H", "H", "H", "H", "H", "H", "H", "H"], "xyz": [[2.655, -3.641, -5.153], [3.736, -4.508, -4.867], [3.253, -5.814, -4.619], [4.434, -6.655, -4.303], [5.132, -6.304, -3.050], [4.344, -6.722, -1.888], [5.258, -6.602, -0.671], [5.592, -5.230, -0.460], [6.295, -5.032, 0.705], [2.998, -2.618, -5.232], [1.857, -3.796, -4.423], [2.277, -3.884, -6.165], [2.804, -6.214, -5.581], [2.560, -5.755, -3.729], [5.204, -6.653, -5.108], [4.136, -7.685, -4.232], [5.487, -5.372, -3.137], [4.130, -7.784, -2.043], [3.346, -6.250, -1.758], [6.192, -7.185, -0.851], [4.847, -6.981, 0.226], [5.656, -5.280, 1.566], [6.653, -4.033, 0.751], [7.187, -5.744, 0.759], [-3.927, 1.289, 3.504], [-3.085, 2.412, 3.375], [-3.554, 3.510, 4.122], [-3.080, 3.510, 5.529], [-1.636, 3.488, 5.622], [-0.954, 4.752, 5.414], [0.499, 4.686, 5.165], [0.859, 4.066, 3.983], [0.743, 4.744, 2.797], [-3.996, 0.899, 4.547], [-3.489, 0.472, 2.945], [-4.965, 1.504, 3.196], [-4.651, 3.493, 4.107], [-3.228, 4.415, 3.573], [-3.471, 2.593, 6.023], [-3.452, 4.412, 6.014], [-1.261, 2.758, 4.987], [-1.175, 5.414, 6.312], [-1.402, 5.379, 4.607], [0.989, 4.184, 6.023], [0.794, 5.733, 5.148], [1.034, 4.022, 2.012], [1.419, 5.600, 2.797], [-0.266, 5.145, 2.704], [0.171, -2.401, 6.048], [0.020, -1.096, 5.443], [0.640, -0.081, 6.296], [1.191, 1.129, 5.508], [2.581, 0.764, 4.990], [3.042, 1.884, 4.185], [4.454, 1.676, 3.862], [4.623, 0.582, 3.042], [5.925, 0.367, 2.680], [1.198, -2.603, 6.308], [-0.232, -3.065, 5.321], [-0.391, -2.493, 6.963], [1.539, -0.427, 6.908], [-0.155, 0.239, 6.980], [1.271, 1.743, 6.378], [0.673, 1.545, 4.678], [2.482, -0.103, 4.501], [3.054, 2.844, 4.742], [2.387, 2.049, 3.285], [5.044, 1.674, 4.782], [4.759, 2.573, 3.301], [5.954, -0.510, 2.026], [6.561, 0.259, 3.575], [6.259, 1.148, 1.990], [-3.457, 1.350, -2.897], [-3.784, 2.028, -4.140], [-2.678, 2.821, -4.594], [-3.101, 3.877, -5.623], [-4.212, 4.629, -5.016], [-4.877, 5.572, -5.963], [-5.936, 6.476, -5.295], [-6.886, 5.598, -4.632], [-7.424, 6.222, -3.509], [-2.794, 0.500, -2.850], [-4.415, 0.959, -2.616], [-3.247, 2.107, -2.147], [-1.986, 2.146, -5.154], [-2.189, 3.309, -3.764], [-3.410, 3.339, -6.503], [-2.265, 4.563, -5.881], [-4.919, 3.959, -4.741], [-5.370, 4.996, -6.740], [-4.194, 6.235, -6.411], [-6.500, 7.059, -6.016], [-5.445, 7.135, -4.568], [-7.935, 7.127, -3.819], [-6.663, 6.444, -2.741], [-8.115, 5.440, -3.170], [5.898, 3.606, 0.671], [5.419, 2.298, 0.404], [4.082, 2.121, 0.156], [3.717, 0.701, -0.171], [4.522, 0.182, -1.314], [4.240, -1.219, -1.709], [5.293, -1.846, -2.637], [6.510, -1.787, -1.990], [7.534, -2.503, -2.596], [5.593, 4.237, -0.160], [6.964, 3.551, 0.656], [5.499, 4.049, 1.568], [3.857, 2.765, -0.723], [3.485, 2.489, 1.018], [2.657, 0.649, -0.472], [3.804, -0.039, 0.693], [5.479, 0.214, -1.084], [3.222, -1.296, -2.198], [4.111, -1.879, -0.817], [5.454, -1.276, -3.606], [5.095, -2.894, -2.806], [7.405, -3.535, -2.415], [8.487, -2.227, -2.157], [7.632, -2.352, -3.719], [-5.140, 2.577, 0.003], [-4.032, 3.522, -0.222], [-4.468, 4.601, -0.946], [-3.423, 5.629, -1.221], [-3.745, 6.493, -2.323], [-2.879, 7.598, -2.530], [-1.371, 7.371, -2.889], [-1.392, 6.537, -3.982], [-0.117, 6.029, -4.395], [-4.698, 1.802, 0.640], [-5.466, 2.084, -0.923], [-5.954, 3.036, 0.541], [-5.237, 5.230, -0.459], [-4.783, 4.233, -1.966], [-2.424, 5.064, -1.354], [-3.367, 6.197, -0.307], [-3.913, 5.977, -3.214], [-2.923, 8.279, -1.664], [-3.251, 8.245, -3.334], [-0.858, 6.872, -2.041], [-0.925, 8.321, -3.116], [0.722, 6.696, -4.514], [-0.303, 5.632, -5.387], [0.114, 5.243, -3.635], [0.149, -5.775, -2.161], [0.149, -5.737, -0.740], [-0.729, -6.663, -0.087], [-1.966, -5.937, 0.389], [-2.823, -6.928, 1.063], [-3.997, -6.404, 1.701], [-4.819, -7.578, 2.147], [-4.062, -8.306, 3.122], [-4.658, -9.534, 3.552], [-0.524, -6.507, -2.622], [1.197, -5.943, -2.516], [-0.189, -4.763, -2.505], [-0.187, -6.998, 0.784], [-1.058, -7.529, -0.729], [-2.462, -5.564, -0.501], [-1.627, -5.053, 1.047], [-2.321, -7.335, 1.825], [-4.608, -5.791, 1.006], [-3.763, -5.726, 2.569], [-4.888, -8.294, 1.321], [-5.765, -7.268, 2.476], [-4.262, -10.401, 2.970], [-5.746, -9.396, 3.479], [-4.301, -9.683, 4.585], [1.562, 0.631, -3.088], [0.790, -0.272, -2.304], [-0.022, -1.172, -3.059], [-0.704, -2.056, -2.032], [-1.420, -1.312, -1.000], [-2.463, -2.079, -0.269], [-3.174, -1.185, 0.713], [-3.936, -1.881, 1.626], [-3.104, -2.421, 2.646], [2.236, 0.026, -3.670], [2.215, 1.217, -2.406], [0.901, 1.186, -3.761], [0.517, -1.815, -3.691], [-0.764, -0.593, -3.622], [0.095, -2.758, -1.575], [-1.407, -2.739, -2.523], [-0.809, -0.822, -0.351], [-1.990, -2.909, 0.243], [-3.146, -2.512, -0.970], [-3.851, -0.450, 0.192], [-2.468, -0.583, 1.294], [-3.713, -3.207, 3.093], [-2.657, -1.794, 3.418], [-2.276, -2.971, 2.163], [2.824, -3.550, 2.384], [1.478, -3.292, 2.388], [1.150, -2.279, 1.417], [0.911, -0.934, 2.114], [0.333, -0.074, 1.046], [-0.159, 1.197, 1.588], [-0.578, 2.123, 0.461], [0.658, 2.624, -0.070], [0.498, 3.405, -1.259], [3.014, -4.202, 3.227], [3.482, -2.684, 2.426], [3.247, -3.989, 1.492], [0.210, -2.570, 0.892], [1.903, -2.205, 0.609], [1.840, -0.534, 2.575], [0.248, -1.151, 2.917], [1.085, 0.260, 0.442], [0.563, 1.742, 2.262], [-0.984, 0.872, 2.237], [-1.118, 2.992, 0.922], [-1.187, 1.561, -0.270], [-0.057, 4.305, -0.957], [-0.130, 2.811, -1.929], [1.461, 3.550, -1.754]]}

=====

[3]
{"formula": "C4H5NO3", "method": "ωB97M-V/def2-TZVPD", "mol_weight_g_mol": 115.088, "e_tot_ha": -435.7740, "smiles": "Oc1cc(O)c(O)[nH]1", "fmax_ev_per_a": 6.13, "de_lowest_kj_mol": 384.5, "symbols": ["C", "C", "C", "C", "H", "H", "H", "H", "H", "N", "O", "O", "O"], "xyz": [[1.335, -0.071, -0.085], [0.389, -1.200, -0.197], [-0.914, -0.664, -0.231], [-0.775, 0.735, -0.487], [2.945, -0.808, 0.186], [0.693, -2.228, -0.153], [-2.835, -0.768, 0.062], [-1.650, 1.497, 1.096], [1.271, 1.975, -0.173], [0.583, 1.102, -0.111], [2.700, 0.029, 0.047], [-2.082, -1.435, 0.070], [-1.660, 1.836, -0.022]]}

=====

[4]
{"formula": "C38H41N7O2STl", "method": "ωB97M-V/def2-TZVPD", "mol_weight_g_mol": 864.243, "e_tot_ha": -2576.9267, "fmax_ev_per_a": 0.53, "de_lowest_kj_mol": 0.0, "total_charge": 1, "symbols": ["Tl", "N", "C", "S", "N", "N", "C", "C", "C", "C", "C", "C", "C", "C", "C", "C", "C", "C", "N", "H", "H", "H", "H", "H", "H", "H", "H", "H", "H", "H", "C", "C", "C", "C", "C", "N", "C", "O", "N", "C", "C", "C", "C", "N", "C", "C", "C", "H", "H", "H", "H", "H", "H", "H", "H", "H", "H", "H", "H", "H", "C", "C", "C", "C", "C", "C", "C", "C", "C", "C", "C", "C", "O", "H", "H", "H", "H", "H", "H", "H", "H", "H", "H", "H", "H", "H", "H", "H", "H", "H"], "xyz": [[0.391, -1.393, 0.475], [2.812, -4.618, 2.196], [2.422, -3.506, 1.560], [1.347, -2.467, 2.495], [2.900, -3.308, 0.358], [2.479, -2.167, -0.229], [3.154, -1.619, -1.169], [4.393, -2.198, -1.731], [4.359, -3.455, -2.329], [5.517, -3.996, -2.860], [6.714, -3.296, -2.781], [6.752, -2.048, -2.175], [5.591, -1.494, -1.657], [2.673, -0.290, -1.642], [3.219, 0.305, -2.768], [2.803, 1.578, -3.124], [1.865, 2.223, -2.340], [1.350, 1.551, -1.244], [1.734, 0.323, -0.907], [2.469, -4.838, 3.112], [3.479, -5.224, 1.747], [3.428, -4.006, -2.367], [5.489, -4.969, -3.331], [7.618, -3.724, -3.191], [7.685, -1.505, -2.105], [5.619, -0.519, -1.187], [3.964, -0.222, -3.346], [3.216, 2.060, -4.000], [1.525, 3.222, -2.571], [0.602, 2.009, -0.612], [0.331, 6.026, -0.642], [-0.181, 5.612, 0.711], [-1.466, 5.939, 1.127], [-1.940, 5.539, 2.368], [-1.124, 4.821, 3.230], [-1.645, 4.417, 4.488], [-1.371, 3.266, 5.182], [-1.463, 3.192, 6.384], [-0.963, 2.157, 4.436], [-1.298, 1.813, 3.128], [-2.452, 2.260, 2.485], [-2.684, 1.885, 1.178], [-1.788, 1.047, 0.535], [-0.697, 0.594, 1.161], [-0.455, 0.971, 2.422], [0.177, 4.519, 2.845], [0.630, 4.898, 1.592], [-0.350, 6.724, -1.125], [0.442, 5.162, -1.300], [1.307, 6.503, -0.563], [-2.111, 6.510, 0.472], [-2.952, 5.783, 2.669], [-2.027, 5.135, 5.085], [-0.571, 1.438, 5.025], [-3.153, 2.893, 3.011], [-3.566, 2.220, 0.652], [-1.946, 0.729, -0.487], [0.450, 0.591, 2.884], [0.832, 3.993, 3.526], [1.649, 4.661, 1.306], [-1.473, -3.353, -3.398], [-1.559, -1.835, -3.216], [-0.168, -1.241, -3.090], [-2.541, -1.487, -2.105], [-3.721, -0.845, -2.470], [-4.747, -0.647, -1.562], [-4.616, -1.153, -0.283], [-3.448, -1.787, 0.138], [-3.476, -2.453, 1.511], [-3.424, -3.974, 1.347], [-2.447, -1.993, 2.536], [-2.377, -1.887, -0.766], [-1.190, -2.452, -0.360], [-0.844, -3.596, -4.257], [-2.459, -3.783, -3.569], [-1.042, -3.819, -2.512], [-1.996, -1.416, -4.127], [0.404, -1.762, -2.321], [-0.207, -0.174, -2.863], [0.376, -1.362, -4.029], [-3.851, -0.532, -3.499], [-5.663, -0.158, -1.869], [-5.445, -1.074, 0.411], [-4.454, -2.195, 1.930], [-2.464, -4.278, 0.928], [-4.217, -4.324, 0.686], [-3.547, -4.464, 2.315], [-1.452, -2.364, 2.295], [-2.708, -2.394, 3.517], [-2.428, -0.908, 2.623]]}